(1)
Entry from the OMol25 dataset: an isolated molecule of C5H12N2O2 at a distorted geometry (ωB97M-V/def2-TZVPD).

Calculated values
- Orbital gap: 9.0 eV
- Energy above the lowest of the compared OMol25 structures with the same formula, charge and spin: 476.1 kJ/mol
- Structure (SMILES): C[C@@]1(N)C[N@@H+]([O-])CCO1
- Total charge: 0
- HOMO level: -0.307 hartree

Geometry as XYZ:
```
21
Properties=species:S:1:pos:R:3:nbo_charge:R:1
C -1.688 1.041 0.250 -0.2571
C -0.514 -1.025 0.447 -0.2735
C -0.351 1.715 -0.094 -0.0965
C 0.833 -0.276 -0.100 0.3764
C 2.034 -0.819 0.667 -0.6578
N -1.665 -0.328 -0.245 -0.0847
N 0.901 -0.379 -1.502 -0.8516
O -2.847 -0.985 -0.052 -0.7156
O 0.800 1.066 0.300 -0.5280
H -1.888 1.205 1.362 0.2218
H -2.328 1.688 -0.319 0.2246
H -0.627 -2.121 0.037 0.2386
H -0.603 -1.012 1.591 0.2386
H -0.346 2.009 -1.174 0.1736
H -0.275 2.672 0.515 0.2066
H 2.451 -1.853 0.469 0.2188
H 1.614 -0.757 1.656 0.2224
H 2.988 -0.230 0.677 0.2310
H 0.941 -1.365 -1.595 0.3629
H 1.916 -0.052 -1.706 0.3718
H -1.348 -0.193 -1.182 0.3776
```

(2)
Entry from the OMol25 dataset: a 7-piece molecular cluster, C28H77N7O7 overall at a distorted geometry (ωB97M-V/def2-TZVPD).

Calculated values
- Orbital gap: 9.4 eV
- Energy above the lowest of the compared OMol25 structures with the same formula, charge and spin: 219.1 kJ/mol
- Structure (SMILES): COC[C@H](C)N.COC[C@H](C)N.COC[C@H](C)N.COC[C@H](C)N.COC[C@H](C)N.COC[C@H](C)N.COC[C@H](C)N
- Total charge: 0
- HOMO level: -0.327 hartree

Geometry as XYZ:
```
119
Properties=species:S:1:pos:R:3:mulliken_charge:R:1
C -26.606 15.115 -0.840 -1.1305
C -27.177 15.891 0.362 0.0721
C -28.684 16.092 0.166 -0.4694
O -29.229 16.622 1.367 -0.2972
C -30.622 16.424 1.461 -0.8076
N -26.861 15.001 1.497 -0.3690
H -27.004 14.101 -0.914 0.1254
H -25.520 15.079 -0.777 0.3037
H -26.828 15.503 -1.842 0.4364
H -26.726 16.867 0.538 0.4654
H -29.144 15.130 -0.079 0.1191
H -28.794 16.817 -0.647 0.3929
H -31.229 17.031 0.783 0.3536
H -30.839 16.770 2.474 0.2885
H -30.917 15.376 1.350 0.2816
H -27.237 15.455 2.331 0.3656
H -27.414 14.156 1.387 -0.1083
C -22.789 8.115 0.157 -1.2769
C -23.385 7.659 -1.174 0.3946
C -24.508 8.577 -1.647 -0.6226
O -25.649 8.420 -0.853 -0.4092
C -26.760 9.160 -1.283 -0.9111
N -22.242 7.731 -2.110 -0.3802
H -23.485 8.291 0.981 0.3000
H -22.174 9.019 0.146 0.1806
H -22.120 7.313 0.478 0.3946
H -23.687 6.625 -0.999 0.4382
H -24.750 8.415 -2.707 0.5420
H -24.016 9.559 -1.667 0.2461
H -26.597 10.239 -1.375 0.3826
H -27.644 9.093 -0.647 0.3226
H -27.069 8.779 -2.263 0.4366
H -22.667 7.856 -3.029 0.3632
H -21.696 8.574 -1.966 -0.2483
C -26.523 11.587 1.334 -0.7484
C -25.038 11.949 1.296 0.8273
C -24.221 11.168 2.359 -1.0984
O -22.830 11.310 2.128 0.0704
C -22.274 12.396 2.821 -0.8214
N -24.559 11.421 -0.005 -0.3168
H -26.794 10.538 1.232 0.4685
H -26.964 12.173 0.528 -0.1565
H -26.843 11.897 2.334 -0.1417
H -24.789 13.006 1.259 0.5578
H -24.445 10.100 2.303 0.2011
H -24.518 11.457 3.376 0.4308
H -22.538 12.542 3.878 0.3844
H -22.418 13.387 2.381 0.3015
H -21.219 12.136 2.922 0.2158
H -23.570 11.451 -0.219 0.1753
H -24.773 10.430 -0.051 -0.4144
C -34.713 11.661 -1.506 -1.4411
C -33.331 11.908 -2.066 0.2478
C -32.260 11.595 -1.000 -0.6519
O -30.991 11.763 -1.567 -0.4096
C -29.922 11.381 -0.725 -0.4143
N -33.163 11.060 -3.272 -0.7486
H -35.042 12.234 -0.635 0.3790
H -34.753 10.622 -1.167 0.3489
H -35.432 11.947 -2.274 0.3251
H -33.230 12.970 -2.301 0.3697
H -32.416 10.600 -0.564 0.4079
H -32.396 12.328 -0.191 0.2286
H -28.960 11.134 -1.162 0.2448
H -30.228 10.437 -0.246 0.3979
H -29.907 12.083 0.116 0.0201
H -33.090 10.137 -2.835 0.3142
H -32.201 11.197 -3.581 0.3505
C -19.761 10.687 1.085 -1.5022
C -18.708 9.746 0.524 0.2063
C -19.222 8.341 0.305 0.1852
O -18.130 7.567 -0.154 -0.4399
C -18.378 6.194 -0.136 -0.8435
N -18.207 10.359 -0.736 -0.8052
H -20.152 10.411 2.071 0.4840
H -20.587 10.886 0.405 -0.0049
H -19.254 11.595 1.422 0.4046
H -17.859 9.703 1.211 0.4721
H -20.045 8.357 -0.417 -0.3689
H -19.561 7.889 1.247 0.7415
H -18.486 5.866 0.917 0.3455
H -17.506 5.552 -0.300 0.3332
H -19.237 5.847 -0.709 0.2785
H -17.439 9.766 -1.043 0.4206
H -18.957 10.176 -1.402 0.0597
C -18.093 8.701 -5.063 -1.7093
C -19.344 8.717 -4.204 1.2116
C -20.030 10.064 -4.234 -1.2037
O -20.918 10.240 -3.160 -0.0229
C -21.821 11.302 -3.288 -0.5681
N -20.184 7.536 -4.521 -0.7463
H -18.359 8.980 -6.088 0.3505
H -17.641 7.712 -5.038 0.4628
H -17.387 9.456 -4.716 0.3785
H -18.969 8.563 -3.180 -0.1169
H -20.482 10.060 -5.240 0.5187
H -19.307 10.887 -4.209 0.3279
H -21.295 12.264 -3.326 0.3533
H -22.455 11.377 -2.403 -0.1307
H -22.481 11.187 -4.152 0.3436
H -20.764 7.289 -3.728 0.3309
H -19.531 6.777 -4.668 0.2874
C -30.659 14.514 5.636 -1.5586
C -29.359 14.197 4.875 0.3794
C -29.472 13.008 3.933 0.0577
O -30.220 11.967 4.521 -0.4062
C -30.314 10.822 3.697 -0.5595
N -28.761 15.333 4.216 -0.3092
H -30.526 15.358 6.316 0.4179
H -30.896 13.690 6.314 0.4023
H -31.550 14.654 5.018 0.3096
H -28.730 13.911 5.725 0.1937
H -28.443 12.670 3.774 -0.0649
H -29.865 13.356 2.970 0.1597
H -29.607 10.085 4.104 0.2608
H -30.177 10.985 2.629 0.1337
H -31.265 10.329 3.917 0.2755
H -29.456 15.757 3.598 -0.1021
H -28.614 16.152 4.801 0.2967
```

(3)
Entry from the OMol25 dataset: C22H17N2O2PdS3Se as an isolated structure at a distorted geometry (ωB97M-V/def2-TZVPD).

Calculated values
- Orbital gap (spin up / spin down): 7.4 / 4.1 eV
- 2S+1: 5
- Total charge: +1
- ⟨S²⟩: 6.07
- HOMO level (spin up / spin down): -0.390 / -0.385 hartree

Geometry as XYZ:
```
48
Properties=species:S:1:pos:R:3:mulliken_charge:R:1
Pd 1.083 -0.457 -0.730 0.5685
C 4.836 -2.494 -0.691 -1.4744
C 3.534 -2.079 -0.052 1.0457
O 2.518 -2.113 -0.781 -0.7650
C 3.519 -1.693 1.341 0.4682
C 4.679 -1.862 2.127 -0.6410
C 4.694 -1.587 3.466 -0.8608
C 3.518 -1.136 4.088 -0.3478
C 2.372 -0.950 3.365 -0.6945
C 2.325 -1.182 1.962 0.5743
O 1.222 -0.920 1.347 -0.6286
H 4.661 -2.726 -1.738 0.3530
H 5.264 -3.369 -0.204 0.4311
H 5.551 -1.673 -0.618 0.3889
H 5.582 -2.239 1.668 0.3348
H 5.598 -1.734 4.041 0.4063
H 3.520 -0.930 5.151 0.3978
H 1.461 -0.599 3.831 0.4360
Se 2.990 1.198 -0.665 0.2262
C 2.274 2.935 -0.678 0.5289
C 0.894 3.164 -0.718 -0.0214
C 0.415 4.457 -0.775 -0.7365
C 1.305 5.527 -0.777 -0.4075
C 2.676 5.304 -0.709 -0.5790
C 3.167 4.016 -0.659 -0.4573
H 0.209 2.329 -0.711 0.4286
H -0.649 4.641 -0.819 0.3964
H 0.928 6.539 -0.834 0.3880
H 3.357 6.145 -0.692 0.3825
H 4.233 3.831 -0.614 0.3729
S -3.517 -3.349 0.788 -0.0913
C -2.879 -2.304 -0.313 0.0925
S -1.178 -2.199 -0.703 0.1201
C -1.546 -0.819 -1.760 0.3291
N -2.831 -0.556 -1.816 -0.8130
N -3.552 -1.365 -1.054 0.8637
C -4.966 -1.155 -1.035 0.4537
C -5.834 -2.223 -1.223 -0.3195
C -7.197 -1.986 -1.217 -0.6479
C -7.681 -0.700 -1.022 -0.4492
C -6.801 0.362 -0.856 -0.6041
C -5.436 0.142 -0.871 -0.2920
S -0.332 0.035 -2.591 -0.2080
H -5.447 -3.217 -1.398 0.4644
H -7.879 -2.809 -1.379 0.3827
H -8.747 -0.522 -1.010 0.3989
H -7.177 1.366 -0.716 0.3704
H -4.736 0.956 -0.746 0.4353
```

Look up the total charge of the second one. 0